Molecular formula: C8H13N2S
Method: DFT, wB97M-V/def2-TZVPD

```
24
Properties=species:S:1:pos:R:3:mulliken_charge:R:1
C -2.01752 -0.27244 2.68500 -0.431
C -1.54147 -1.33920 1.93930 -0.670
C -1.84658 1.02269 2.22521 -0.558
C -0.87305 -1.11513 0.75095 0.114
C -1.18466 1.25831 1.03286 -0.006
C -0.69566 0.18929 0.28377 -0.438
C -0.33268 0.52798 -2.24296 -1.216
C 0.17930 0.41514 -0.88123 0.513
N 2.00673 0.37116 1.24388 -0.385
N 2.33913 -0.81408 -2.75072 -0.745
S 1.80584 0.51126 -0.46634 0.290
H -2.51398 -0.44897 3.62507 0.426
H -1.66921 -2.35074 2.29096 0.404
H -2.21237 1.85630 2.80408 0.411
H -0.48210 -1.94266 0.17945 0.418
H -1.03176 2.26887 0.68432 0.411
H 0.44383 0.76859 -2.96167 0.397
H -1.12593 1.28023 -2.26313 0.377
H -0.81158 -0.41303 -2.52471 0.340
H 2.85503 0.84107 1.52848 0.327
H 1.20962 0.55736 1.83514 0.260
H 3.21738 -1.20631 -2.42325 0.281
H 1.73609 -1.60401 -2.95600 0.243
H 2.54560 -0.36168 -3.63845 0.238
```

Results
E_tot = -22314.858 eV
Gap between HOMO and LUMO = 8.443 eV
Total charge = +1
M = 169.27 g mol⁻¹
Energy above the lowest of the compared OMol25 structures with the same formula, charge and spin = 14.3 kcal/mol

Molecular formula: C20H25AgCl3N6PS
Method: DFT, wB97M-V/def2-TZVPD

```
57
Properties=species:S:1:pos:R:3:mulliken_charge:R:1
Ag -0.19255 0.28922 0.30331 -0.015
C 2.62406 -1.71266 0.41423 -0.974
C 2.93246 -0.96782 -0.88495 -0.840
N 1.74611 -0.38259 -1.48994 0.157
C 1.94851 0.86504 -2.18565 -0.101
C 2.42634 2.00044 -1.27432 -1.025
S 1.64551 2.15021 0.35678 -0.068
C 2.87650 1.33822 1.43374 -0.600
C 2.45350 0.06174 2.16424 -0.832
N 1.80613 -0.95659 1.35317 0.129
H 2.06778 -2.62142 0.17247 0.403
H 3.57822 -2.03319 0.85734 0.371
H 3.64958 -0.17163 -0.69015 0.248
H 3.44435 -1.66279 -1.56127 0.400
H 1.24305 -1.04463 -2.06954 0.215
H 2.67151 0.80827 -3.01037 0.273
H -0.17198 0.68977 -2.50453 0.164
H 3.50434 1.95293 -1.12486 0.485
H 2.23255 2.92992 -1.81081 0.537
H 3.77129 1.17738 0.83600 0.289
H 3.15148 2.07195 2.19247 0.507
H 3.35446 -0.32053 2.66955 0.334
H 1.74088 0.33431 2.94572 0.381
H 1.31774 -1.59770 1.96362 0.238
N -1.38725 -0.70329 -1.38292 0.119
C -2.31679 -1.35088 -1.65013 -0.258
C -3.45577 -2.09589 -1.91896 0.176
C -3.32143 -3.40319 -2.44440 0.062
N -3.19157 -4.46286 -2.88087 -0.566
C -4.69222 -1.58459 -1.46333 0.148
N -5.67693 -1.12276 -1.07602 -0.611
Cl -2.06945 1.36825 -3.80171 -0.191
C -0.75965 2.52988 -4.15933 1.042
Cl -1.13946 4.07346 -3.35952 -0.150
Cl -0.66708 2.74496 -5.91140 -0.140
C 0.63068 2.19389 -3.65824 -1.042
N 0.65745 1.22126 -2.80780 0.352
C -1.98971 -0.20102 3.77503 -1.361
P -2.04745 -0.26470 1.94994 1.057
C -3.52096 0.74237 1.58424 -1.459
C -2.56841 -1.97319 1.59817 0.750
C -1.63235 -2.87432 1.09480 -0.314
C -1.99919 -4.16743 0.75872 -0.607
C -3.31602 -4.57380 0.91809 -0.505
C -4.25602 -3.69016 1.42649 -0.715
C -3.88410 -2.39822 1.76648 -0.324
H -2.94226 -0.52428 4.19836 0.417
H -1.77882 0.81602 4.10536 0.434
H -1.20259 -0.85726 4.14628 0.358
H -4.38228 0.45822 2.18895 0.443
H -3.79088 0.63883 0.53491 0.363
H -3.28433 1.78888 1.78081 0.410
H -0.61511 -2.54188 0.91309 0.048
H -1.26975 -4.84571 0.33693 0.387
H -3.61424 -5.57012 0.62227 0.382
H -5.28768 -3.99562 1.53340 0.380
H -4.64082 -1.71191 2.12287 0.238
```

Results
E_tot = -91774.773 eV
Gap between HOMO and LUMO = 7.549 eV
M = 626.73 g mol⁻¹
Energy above the lowest of the compared OMol25 structures with the same formula, charge and spin = 16.0 kcal/mol

Molecular formula: C41H56Cl2F4O33
Method: DFT, wB97M-V/def2-TZVPD

```
136
Properties=species:S:1:pos:R:3:mulliken_charge:R:1
C 9.94172 18.68015 25.41778 0.169
C 10.46562 17.26196 25.72431 0.480
C 9.54848 16.12445 25.27456 0.940
O 10.30520 15.54099 24.18940 0.296
C 11.61323 15.98681 24.27529 0.183
O 12.53384 15.42083 23.78224 -0.451
O 11.69047 17.08232 25.04502 -0.186
H 9.10287 19.01686 26.02842 -0.190
H 9.50350 18.63587 24.41501 -0.230
H 10.75879 19.39067 25.52042 -0.186
H 10.61060 17.19279 26.80297 0.091
H 8.63383 16.60494 24.93322 -0.345
H 9.45570 15.38146 26.06166 -0.551
C 9.58920 17.24419 21.35130 -0.765
C 10.25361 17.49150 19.99816 0.401
C 11.73468 17.13458 19.93048 -0.051
O 11.83026 16.33286 18.74624 -0.395
C 10.61442 16.18738 18.18131 0.657
O 10.47162 15.63466 17.13918 -0.551
O 9.66841 16.67654 19.00067 -0.431
H 9.94359 16.25840 21.67306 0.278
H 8.51129 17.20197 21.20547 0.102
H 9.89850 17.89383 22.16803 0.047
H 10.04994 18.53914 19.75324 0.345
H 12.02974 16.54822 20.79753 0.070
H 12.25856 18.06559 19.72230 0.318
C 4.25953 14.91099 23.58692 -1.304
C 5.35344 15.46579 22.64860 0.511
C 4.76486 16.59346 21.77190 -0.636
O 5.34788 17.78846 22.21810 -0.323
C 6.29310 17.48468 23.16607 -0.134
O 6.96920 18.30760 23.69601 -0.206
O 6.30114 16.18060 23.44327 0.250
H 3.49795 14.66063 22.84630 0.509
H 3.93872 15.62961 24.33749 0.315
H 4.58285 14.01030 24.10986 0.140
H 5.72217 14.67028 22.00366 0.180
H 3.67827 16.53989 21.82762 0.330
H 5.06453 16.39051 20.73909 0.338
C 8.11270 12.94915 22.94880 -0.790
C 8.73906 11.51259 22.79258 0.779
C 8.06581 10.26916 23.45387 -0.460
O 7.37212 9.61378 22.39764 -0.347
C 7.76014 10.15283 21.24359 0.563
O 7.44361 9.73603 20.16895 -0.573
O 8.50895 11.25518 21.41574 -0.433
H 7.34482 12.89255 23.72562 0.091
H 7.77089 13.46143 22.05540 0.256
H 8.91975 13.58353 23.32645 0.120
H 9.76713 11.45956 23.14385 0.187
H 7.47282 10.56484 24.32174 0.299
H 8.87410 9.67362 23.87897 0.269
C 6.83789 21.70595 23.05066 -1.245
C 8.25078 21.91897 22.54333 0.704
C 9.10603 20.78090 21.95571 0.715
O 9.61569 21.31292 20.73475 -0.414
C 8.87267 22.35923 20.35961 0.572
O 8.88312 22.84714 19.27424 -0.568
O 8.14072 22.77034 21.39205 -0.407
H 6.12701 21.21187 22.38754 0.305
H 6.39095 22.65831 23.32817 0.417
H 6.86719 21.05565 23.92782 0.135
H 8.81027 22.47426 23.29988 0.204
H 8.57403 19.83773 21.83284 -0.413
H 9.94976 20.59983 22.62150 0.033
C 12.91462 19.96529 30.99698 -1.273
C 12.55441 20.36556 29.56958 0.606
C 12.43174 19.22394 28.52264 -0.324
O 11.06097 19.20426 28.14112 0.120
C 10.40422 20.25719 28.72171 0.363
O 9.22676 20.46394 28.66465 -0.603
O 11.19965 20.83517 29.59051 -0.433
H 12.13645 20.26481 31.69751 0.335
H 13.77497 20.53080 31.35868 0.334
H 13.11351 18.89841 31.07248 0.353
H 13.18715 21.13074 29.11976 0.249
H 12.69940 18.31332 29.06579 0.229
H 13.08223 19.27556 27.65259 0.079
C 6.14541 18.14741 27.90768 -0.572
C 5.13629 19.18509 28.27609 0.334
C 5.67244 20.61574 28.58548 -0.142
O 5.34092 21.38496 27.42749 -0.343
C 4.67269 20.65359 26.54862 0.647
O 4.26397 20.98089 25.48271 -0.545
O 4.38115 19.45284 27.10253 -0.369
H 6.76370 17.78061 28.73104 0.381
H 6.91365 18.60847 27.27473 -0.196
H 5.67475 17.31957 27.38251 0.184
H 4.56587 18.77330 29.11259 0.351
H 6.76050 20.61914 28.66571 0.036
H 5.21104 21.11644 29.43367 0.276
C 15.49167 15.88448 25.08166 -0.101
Cl 14.85743 16.51398 26.64440 -0.144
Cl 15.34577 14.13718 24.96902 -0.149
H 14.87928 16.32917 24.30424 -0.048
H 16.50392 16.26806 25.02408 0.431
C 10.59357 13.06709 28.24997 0.128
C 11.44356 11.80860 28.31515 0.303
O 12.25122 11.98787 29.45123 -0.344
C 12.28200 13.33541 29.71001 0.515
O 12.99574 13.85966 30.48902 -0.516
O 11.48230 13.98133 28.84484 -0.177
F 12.24020 11.73434 27.20209 -0.267
H 9.62003 13.06171 28.74052 0.063
H 10.42573 13.27817 27.19230 -0.064
H 10.87388 10.87878 28.38864 0.308
C 15.49389 21.35996 25.35708 -0.435
C 15.19422 22.76520 24.89792 0.293
O 13.78514 22.89356 24.92985 -0.348
C 13.26918 21.79606 25.50952 0.523
O 12.13543 21.44677 25.45954 -0.381
O 14.26971 21.02555 25.99615 -0.252
F 15.62369 23.07606 23.64711 -0.299
H 16.35716 21.37428 26.01909 0.251
H 15.68365 20.62399 24.57244 0.283
H 15.69237 23.45586 25.58618 0.254
C 5.60166 12.75353 28.51550 -0.538
C 5.34743 13.50322 27.23368 0.622
O 6.16745 14.64268 27.39679 -0.092
C 7.14246 14.40050 28.35567 0.492
O 8.11023 15.05896 28.45737 -0.329
O 6.86400 13.19323 28.91838 -0.379
F 4.02044 13.80781 27.22512 -0.329
H 5.66179 11.69302 28.24983 0.315
H 4.81840 12.81885 29.26888 0.298
H 5.68849 12.96808 26.34812 0.044
C 14.01876 12.27809 20.62298 -0.456
C 13.19125 13.23250 21.40691 0.641
O 12.26352 12.46701 22.12560 -0.065
C 12.26259 11.21374 21.62796 0.446
O 11.51347 10.35408 21.96514 -0.504
O 13.16345 11.10115 20.61336 -0.376
F 12.49197 14.10892 20.63615 -0.252
H 14.96963 12.00690 21.07555 0.263
H 14.13065 12.58166 19.58420 0.336
H 13.82366 13.74910 22.13199 -0.050
```

Results
E_tot = -146908.407 eV
Gap between HOMO and LUMO = 10.096 eV
SMILES = O=C1OC[C@@H](F)O1.O=C1OC[C@@H](F)O1.O=C1OC[C@@H](F)O1.O=C1OC[C@@H](F)O1.C[C@H]1COC(=O)O1.C[C@H]1COC(=O)O1.C[C@H]1COC(=O)O1.C[C@H]1COC(=O)O1.C[C@H]1COC(=O)O1.C[C@H]1COC(=O)O1.C[C@H]1COC(=O)O1.ClCCl
M = 1223.76 g mol⁻¹